[1]
The following is a DFT calculation (the ωB97M-V functional and the def2-TZVPD basis) of a structure of composition C10H19N3O4 in a non-equilibrium geometry.

The LUMO energy is -0.4 eV. For the max |F|, the calculation gives 6.107 eV/A. The spin multiplicity is 1. The relative energy (zero: lowest compared OMol25 entry of this formula, charge and spin) comes out at 17.104 eV. Its gap between HOMO and LUMO is 9.0 eV. The highest occupied orbital energy is -9.399 eV.

Geometry as XYZ:
```
36
Properties=species:S:1:pos:R:3:forces:R:3
C -1.2746 -1.1733 -0.7224 -1.153 1.194 -1.063
C 0.0773 -0.4389 -0.7811 2.191 -1.011 1.153
C -2.3755 -0.0004 -0.4875 2.288 0.739 -3.061
C -3.7783 -0.4537 -0.6125 -4.017 -4.531 -0.791
C -2.2045 0.8699 0.7771 1.898 -0.664 -1.744
C -3.6746 1.5647 1.0422 1.090 -0.031 1.112
C 2.5030 -0.5603 -0.2490 -1.379 2.395 -2.634
C 3.4985 -1.6178 -0.0982 2.522 -3.988 3.081
C 2.9226 0.6029 0.8414 -0.728 1.077 -1.698
C 3.5469 1.7792 0.0287 4.299 1.089 -0.891
H -0.1633 -1.3871 1.3221 -3.082 -2.068 -2.222
H -2.6402 -2.3323 0.9444 4.609 1.055 -2.270
H -1.2984 -1.7205 -1.8114 -0.615 1.323 2.241
H -2.0032 0.6505 -1.3795 -1.515 -0.729 1.238
H -3.9336 -1.5776 -1.3359 0.562 3.813 1.491
H -4.6386 0.3565 -0.8167 2.328 -2.357 -0.134
H -4.1831 -0.9740 0.3613 0.991 1.134 -1.366
H -1.6471 -0.0660 1.6546 -1.961 3.519 -2.030
H -1.2764 1.8436 0.2484 -2.813 -2.926 2.562
H -4.4453 1.9253 -0.2773 2.709 -0.564 4.414
H -4.4997 0.6266 1.7876 2.665 3.635 -2.301
H -3.0503 2.4787 1.6190 -3.419 -1.699 -1.019
H 0.9847 -2.2447 -0.2014 0.763 1.038 0.229
H 2.5028 -0.0526 -1.3774 0.526 -1.107 3.107
H 3.5822 0.2024 1.6062 0.144 0.192 -0.254
H 2.1800 1.2765 1.3333 -0.609 -1.579 -0.118
H 2.7323 2.9765 -1.6881 1.314 -1.315 1.575
H 1.6686 1.9126 -0.8443 3.589 0.055 -1.199
H 5.2557 -2.0216 0.7452 -0.894 0.275 -1.011
N -1.2783 -2.1599 0.2881 -0.634 -0.231 4.788
N 1.1476 -1.2188 -0.2274 -1.030 1.830 -0.461
N 2.7742 2.0925 -1.1019 -4.336 0.927 1.217
O 0.2890 0.7069 -1.1588 -0.840 -1.001 0.008
O 3.1241 -2.7429 0.2042 0.156 0.867 -0.928
O 4.6944 2.2575 0.2747 -3.928 -1.359 -0.563
O 4.8813 -1.3801 0.0922 -1.694 1.002 -0.461
```
Positions in Å, forces in eV/Å.



[2]
The following is a DFT calculation (the ωB97M-V functional and the def2-TZVPD basis) of a structure of composition C10H19N3O4S in a non-equilibrium geometry.

The LUMO energy is 0.2 eV. For the max |F|, the calculation gives 5.798 eV/A. The spin multiplicity is 1. The relative energy (zero: lowest compared OMol25 entry of this formula, charge and spin) comes out at 7.671 eV. Its gap between HOMO and LUMO is 9.2 eV. The highest occupied orbital energy is -8.958 eV.

Geometry as XYZ:
```
37
Properties=species:S:1:pos:R:3:forces:R:3
C 1.5848 1.3127 -1.6250 0.533 2.746 0.704
C 0.9231 1.7147 -0.1935 0.814 0.050 -1.292
C 0.7188 0.2979 -2.3626 0.134 -0.253 -1.357
C -0.6753 0.9053 -2.2732 -3.767 -0.435 -1.605
C -1.9913 -1.4156 -3.8378 1.065 0.629 0.368
C 1.0462 0.7950 2.0804 1.779 1.740 3.834
C 2.1953 -0.0877 2.7946 1.028 -2.159 -2.341
C -0.3325 0.3749 2.3799 -2.613 1.829 -0.855
C -0.8647 -0.9148 1.7820 -0.060 -1.027 0.534
C -2.2115 -1.4876 2.3290 1.357 -0.259 5.234
H 3.5955 1.3549 -0.6397 -2.515 -2.307 -4.049
H 3.2673 0.7065 -2.4915 0.083 0.194 2.644
H 1.7169 2.3882 -2.1564 -1.044 -2.359 0.808
H 1.1171 0.1465 -3.5195 -1.101 0.667 2.827
H 0.7351 -0.7571 -1.9499 0.291 1.425 0.071
H -1.0837 1.6207 -1.4280 1.709 -1.414 -1.698
H -0.8792 1.3773 -3.2814 -0.080 -0.066 1.342
H -2.2691 -2.7881 -3.4779 1.227 4.654 -1.576
H -0.6561 -0.9809 -4.0168 -4.387 -2.315 -0.162
H -2.7890 -0.9210 -4.7870 2.656 -1.777 3.214
H 2.1427 0.3324 0.6813 -0.079 -0.049 -1.713
H 1.2896 1.8194 2.4995 -0.838 -0.758 0.550
H -0.4681 0.2877 3.3904 -0.378 -0.291 2.859
H -0.9503 1.3183 2.1909 0.382 -1.431 -0.371
H -0.1830 -1.7139 2.1831 -0.245 0.459 -0.988
H -0.8952 -0.8494 0.6974 0.220 -0.344 -0.140
H -2.9383 -1.8560 0.4204 0.057 0.276 0.874
H -4.0374 -2.3193 1.7468 2.498 0.995 -0.491
H 1.0088 0.0446 4.3069 -0.980 0.597 0.031
N 2.8923 0.7177 -1.4753 3.209 1.755 1.561
N 1.3133 0.9232 0.7734 3.733 -3.544 -2.669
N -3.0950 -1.8928 1.4350 -2.987 -1.171 -0.800
O 0.1646 2.6287 0.0343 -0.674 0.865 -0.650
O 3.2040 -0.6456 2.2500 -4.219 2.953 2.045
O -2.3305 -1.7100 3.6155 0.191 1.241 -5.046
O 1.8433 -0.3134 4.0511 2.302 -0.930 0.122
S -2.1088 -0.4134 -2.1263 0.700 -0.185 -1.821
```
Positions in Å, forces in eV/Å.



[3]
The following is a DFT calculation (the ωB97M-V functional and the def2-TZVPD basis) of the molecule C10H19N3O5 in a non-equilibrium geometry.

Its structure (SMILES) is NCCCC[C@H](N)C(=O)N[C@@H](CC(=O)O)C(=O)O. The LUMO energy is 0.5 eV. For the max |F|, the calculation gives 3.825 eV/A. The spin multiplicity is 1. The relative energy (zero: lowest compared OMol25 entry of this formula, charge and spin) comes out at 1.811 eV. Its gap between HOMO and LUMO is 10.1 eV. The highest occupied orbital energy is -9.538 eV.

Geometry as XYZ:
```
37
Properties=species:S:1:pos:R:3:forces:R:3
C -0.8796 -0.6260 1.8886 2.536 -1.359 0.243
C 0.3621 0.3020 1.5175 -1.517 0.865 1.663
C -2.1498 -0.3078 1.1524 -0.549 0.477 0.032
C -2.0262 -0.0951 -0.3774 -0.037 1.977 -0.452
C -2.4916 -1.3344 -1.1845 1.648 0.247 -0.281
C -2.3603 -1.1040 -2.7280 0.455 0.558 -0.198
C 2.6312 0.5127 0.7425 3.724 0.002 -0.873
C 3.4154 1.4776 1.6903 -0.300 0.746 -0.599
C 2.2920 1.2676 -0.5623 0.139 0.366 -0.957
C 1.6181 0.3907 -1.6512 1.418 -1.564 2.262
H -1.0456 0.4208 3.6736 -0.049 -1.238 -0.361
H -0.5404 -1.1583 3.9692 0.158 0.136 -0.676
H -0.5551 -1.6658 1.6222 -0.327 0.581 0.280
H -2.5927 0.5687 1.6247 0.240 0.353 -0.104
H -2.8884 -1.0807 1.4407 0.443 0.031 -0.498
H -2.6498 0.8569 -0.6286 0.869 -1.704 0.171
H -0.9272 0.2499 -0.6677 -2.179 -0.961 0.779
H -1.7986 -2.1426 -0.7839 -0.913 0.409 -0.937
H -3.5202 -1.6200 -0.9803 -0.094 0.138 0.348
H -2.8790 -0.1181 -3.0003 0.343 -1.510 0.401
H -2.8169 -1.9393 -3.2952 0.271 0.539 0.241
H -0.6716 -0.1977 -2.3523 0.077 -1.692 -2.133
H -0.3046 -1.7433 -3.0352 -1.671 1.992 0.066
H 1.6034 -1.2103 1.3080 0.333 -0.400 -0.258
H 3.5437 -0.1096 0.4359 -1.809 -0.080 0.640
H 3.2263 1.7284 -0.9828 -0.661 -0.651 0.349
H 1.6903 2.1237 -0.3243 -0.702 0.437 -0.174
H 1.0243 0.3079 -3.3978 -1.760 -2.116 -1.858
H 1.7847 2.4044 1.8622 -1.093 -0.249 0.122
N -1.0821 -0.5689 3.3435 -0.408 1.368 0.137
N -0.9310 -0.8613 -3.1722 0.493 -0.328 2.411
N 1.6177 -0.2183 1.4313 -1.404 -0.387 -0.476
O 0.1762 1.5221 1.5885 0.247 -0.397 -0.753
O 4.6151 1.4381 1.7941 -0.795 -0.124 0.247
O 1.3375 -0.7637 -1.3682 -0.143 0.562 -0.251
O 1.5179 0.8667 -2.8622 1.595 3.163 1.339
O 2.6548 2.4272 2.2693 1.426 -0.186 0.104
```
Positions in Å, forces in eV/Å.



[4]
The following is a DFT calculation (the ωB97M-V functional and the def2-TZVPD basis) of the ion C10H19N3S with charge +2 in a non-equilibrium geometry.

The LUMO energy is -8.6 eV. The charge is +2. For the max |F|, the calculation gives 4.640 eV/A. The spin multiplicity is 1. The relative energy (zero: lowest compared OMol25 entry of this formula, charge and spin) comes out at 3.244 eV. Its gap between HOMO and LUMO is 7.7 eV. The highest occupied orbital energy is -16.322 eV.

Geometry as XYZ:
```
33
Properties=species:S:1:pos:R:3:forces:R:3
C -0.7876 1.8995 0.9761 -0.152 0.500 -0.677
C -0.1745 -0.2084 -0.0575 0.162 1.113 -3.600
C -0.5606 2.5999 2.0721 0.087 0.370 0.534
C 0.8707 -2.2095 0.9561 -2.596 -0.874 -1.482
C -1.5607 2.3326 -0.2436 -1.219 0.700 0.945
C -0.7787 2.4164 -1.5359 2.364 -0.854 0.929
C 0.5402 3.2203 -1.2692 -1.181 3.322 -1.121
C -1.5742 2.9003 -2.6806 -1.803 2.481 -2.415
C 1.5453 -4.1362 2.1290 1.345 1.923 2.258
C 0.5124 -4.4318 0.0055 -2.141 -3.829 -1.510
N -0.2670 0.5818 0.9659 0.472 -0.409 -2.176
N 0.8830 -3.4991 0.9587 3.181 0.804 2.807
N 0.2044 -1.5428 -0.0219 0.368 0.314 -1.929
S -0.3065 0.6112 -2.0505 -0.346 -0.867 4.032
H 0.2427 2.3180 2.8290 -1.664 0.497 -0.710
H -1.2650 3.4427 2.1265 1.188 0.182 0.601
H 1.1154 -1.6631 1.8131 0.802 0.440 1.203
H -2.2897 1.5741 -0.4290 -1.088 -0.371 0.007
H -2.1207 3.3309 -0.0546 1.120 -1.627 -0.233
H 0.1463 4.1465 -0.6061 1.113 -1.838 -1.542
H 1.0437 3.7034 -2.2443 -1.180 -1.387 2.192
H 1.2720 2.7085 -0.6739 0.299 -0.361 0.143
H -2.7009 3.1530 -2.5640 1.865 -0.674 0.533
H -1.5852 2.2801 -3.6051 0.387 0.186 0.653
H -1.0957 3.8807 -2.9807 -0.707 -0.978 0.056
H 1.5857 -3.3543 3.0139 0.112 -1.626 -1.843
H 0.9195 -4.9275 2.4541 -0.625 -0.720 0.278
H 2.5763 -4.5574 1.9602 -1.063 0.703 -0.345
H 1.3043 -4.9723 -0.5864 -0.340 1.536 0.152
H 0.1473 -5.3640 0.5536 0.186 1.307 -0.302
H -0.4003 -4.1300 -0.5245 0.614 0.050 -0.488
H 0.2337 0.4072 1.7871 0.521 -0.878 1.790
H 0.1409 -2.0390 -0.9499 -0.082 0.866 1.259
```
Positions in Å, forces in eV/Å.



[5]
The following is a DFT calculation (the ωB97M-V functional and the def2-TZVPD basis) of a cluster of 2 separate species, C10H19P in total in a non-equilibrium geometry.

The LUMO energy (alpha / beta) is -0.3 / -0.1 eV. For the max |F|, the calculation gives 4.861 eV/A. The spin multiplicity is 1. The relative energy (zero: lowest compared OMol25 entry of this formula, charge and spin) comes out at 3.802 eV. Its gap between HOMO and LUMO (alpha / beta) is 8.0 / 7.4 eV. The highest occupied orbital energy (alpha / beta) is -8.328 / -7.516 eV.

Geometry as XYZ:
```
30
Properties=species:S:1:pos:R:3:forces:R:3
C -1.4942 -1.1582 -0.3981 -0.488 -2.088 0.799
C -1.0507 -0.0978 -0.9803 0.348 -0.707 -0.509
C -2.8580 -1.1226 0.3541 1.025 -1.206 -0.268
C -1.6725 1.1750 -0.9240 0.795 4.174 -2.362
C -3.5972 0.1583 0.1707 -3.676 -1.146 -0.304
C -2.6470 1.2563 0.2127 2.357 1.686 3.454
C 2.1834 -1.7847 -1.0893 2.044 0.740 1.068
C 1.8034 -0.7291 1.1425 0.766 0.642 1.472
C 3.1505 2.0757 0.3029 -1.697 1.305 -1.999
C 2.5959 -0.6173 -0.1959 1.587 0.514 2.848
P 2.2407 0.9899 -0.9582 0.427 0.958 0.004
H -1.0027 -2.1576 -0.4357 -0.285 0.858 0.105
H -3.4010 -1.9503 -0.0847 -0.396 -0.320 0.219
H -2.6818 -1.3390 1.4099 0.043 -0.068 0.042
H -0.8759 1.9561 -0.8226 -0.396 -0.468 0.488
H -2.0522 1.5737 -1.9393 -0.101 -1.126 1.268
H -4.0836 0.0910 -0.8412 0.500 0.366 0.553
H -4.5594 0.2176 0.8516 2.171 0.077 -0.826
H -1.9360 1.1869 1.2025 -1.646 -0.275 -1.977
H -3.0669 2.2360 0.4072 -0.303 0.297 -0.697
H 1.1314 -1.5580 -1.2458 -0.225 -1.027 -0.195
H 2.7556 -1.6014 -2.0010 -0.278 -0.813 -0.298
H 2.5273 -2.7060 -0.5152 -1.075 0.737 -1.267
H 0.7059 -0.4724 0.9548 1.511 -0.156 0.861
H 2.4046 -0.1641 2.0430 -2.088 -0.857 -2.207
H 1.9023 -1.7797 1.4641 -0.393 0.216 -0.085
H 3.3638 1.4873 1.1154 0.838 -1.337 1.993
H 2.4598 2.8719 0.6682 0.608 -0.320 -0.458
H 4.0546 2.5071 -0.1348 -0.175 0.032 0.085
H 3.6997 -0.5446 0.2665 -1.795 -0.690 -1.808
```
Positions in Å, forces in eV/Å.



[6]
The following is a DFT calculation (the ωB97M-V functional and the def2-TZVPD basis) of the ion C10H20BIN3O4 with charge +1 in a non-equilibrium geometry.

Its structure (SMILES) is CCOCCN1C[C@@H](I)N(B(C)O)/C1=[NH+]/CC(=O)O. The LUMO energy is -4.7 eV. The charge is +1. For the max |F|, the calculation gives 9.161 eV/A. The spin multiplicity is 1. The relative energy (zero: lowest compared OMol25 entry of this formula, charge and spin) comes out at 7.696 eV. Its gap between HOMO and LUMO is 7.7 eV. The highest occupied orbital energy is -12.404 eV.

Geometry as XYZ:
```
39
Properties=species:S:1:pos:R:3:forces:R:3
C 4.7799 -2.0262 -0.2866 -0.055 -0.080 -0.395
C 3.1484 -2.0975 -0.1148 0.640 -0.979 0.373
O 2.3985 -1.2099 -1.0311 0.774 1.161 1.643
C 2.5737 0.2032 -0.6572 1.146 -0.058 0.842
C 1.1848 1.0375 -0.4145 1.190 0.463 1.440
N -0.0482 0.4162 -1.0656 -1.726 1.533 0.569
C -0.5240 1.4495 -2.1089 -1.804 -1.827 -1.667
C -1.6253 2.4464 -1.3395 2.292 -0.793 -0.936
I -3.5140 1.6937 -2.2566 0.175 0.967 0.583
N -1.4005 1.9636 0.0742 -2.390 -2.716 -0.283
B -2.2796 2.4987 1.1782 -0.285 2.683 2.704
C -3.8126 2.0432 1.5520 -0.080 -0.119 0.663
O -1.6852 3.5822 2.0388 0.018 -2.706 -4.096
C -1.2480 0.4752 -0.0960 1.786 1.420 -0.911
N -1.9295 -0.6123 0.3820 2.216 1.816 -1.163
C -1.5568 -2.0382 -0.0177 0.309 -2.060 -1.004
C -0.6423 -2.8337 1.0851 5.348 1.127 4.574
O 0.3909 -2.2844 1.7517 -7.206 -3.008 -4.789
O -0.9135 -4.2785 1.3647 -0.836 3.989 -0.072
H 5.2555 -1.1774 0.3827 -0.962 -1.886 -1.261
H 5.0919 -1.7914 -1.4082 -0.823 -0.624 2.344
H 5.2059 -3.0989 0.0015 -0.768 2.502 -0.499
H 2.8855 -1.8735 1.0094 0.318 -0.330 -2.186
H 2.7886 -3.2012 -0.3486 0.663 2.446 0.327
H 3.2654 0.7737 -1.4244 -1.549 -1.263 1.274
H 3.1726 0.2063 0.3764 -1.366 0.291 -2.178
H 1.0431 1.1563 0.7527 0.170 -0.369 -2.387
H 1.3271 2.1264 -0.8483 -0.255 -2.204 1.021
H 0.2927 1.9494 -2.7812 -1.298 -0.944 1.880
H -1.1853 0.7670 -2.8208 1.725 1.752 1.163
H -1.4395 3.5881 -1.5657 -0.618 -2.405 0.970
H -4.4052 3.0033 1.9441 1.289 -2.255 -0.837
H -4.3993 1.5324 0.6778 1.099 0.995 1.717
H -3.7319 1.2831 2.4698 -0.357 1.571 -1.780
H -0.8340 3.8482 1.5590 -1.443 -0.406 1.305
H -2.7300 -0.4718 1.0348 0.852 0.032 -0.763
H -0.9417 -2.0671 -1.0409 -1.185 0.531 2.404
H -2.5266 -2.6957 -0.2387 1.954 1.777 0.794
H -1.4316 -4.2860 2.2302 1.042 -0.024 -1.380
```
Positions in Å, forces in eV/Å.